(1)
Computed, not measured: 9 unconnected molecules or ions with the total composition C36H63F9N11O10S3, with the ωB97M-V functional and the def2-TZVPD basis.

Kohn-Sham gap: 4.9563 eV
E: -4856.69474 hartree
Net charge: +3
Maximum force: 3.19 eV/Å

Last column: Löwdin charge in e.
Geometry (Å):
H (1.853, 1.398, 3.147)  0.12
H (2.786, -3.259, -1.225)  0.09
F (0.368, 0.551, -2.134)  0.12
O (-4.861, 0.748, -5.452)  -0.35
C (2.545, -3.463, 2.030)  -0.21
N (0.908, -1.558, 4.538)  -0.06
C (-1.322, 3.062, -6.029)  0.03
H (-3.754, 1.865, -3.199)  0.11
C (-1.058, 4.103, 1.778)  -0.11
F (-3.587, 0.544, -0.250)  0.10
H (-1.821, 6.311, 3.329)  0.18
H (4.344, 3.960, 1.761)  0.14
H (-1.008, 3.032, -7.059)  0.15
N (4.782, -5.833, -2.225)  0.09
C (2.982, -2.167, 4.172)  -0.01
C (1.806, 2.107, -5.449)  -0.04
H (-3.430, -5.585, 3.818)  0.10
O (-5.139, 1.969, 3.049)  -0.36
H (2.773, 2.323, -5.899)  0.08
H (2.250, 7.240, 2.782)  0.14
O (-5.505, -1.522, -5.928)  -0.32
H (-0.746, -1.586, 5.950)  0.11
C (-0.324, -0.511, -1.707)  -0.66
H (3.195, -2.915, 1.343)  0.10
F (-1.813, -0.522, -5.262)  0.09
C (0.960, -2.254, 3.411)  0.00
H (5.135, 0.625, -1.642)  0.11
C (-2.449, 2.786, -5.352)  0.01
C (-0.920, 3.284, -3.896)  -0.03
H (3.341, 1.379, 5.219)  0.08
H (-0.963, 2.602, 0.124)  0.05
C (3.198, -4.783, 2.483)  -0.04
H (-2.593, 2.601, -1.993)  0.08
H (-2.101, 4.377, 1.631)  0.14
F (-3.227, -1.041, -3.672)  0.06
H (2.659, -5.206, 3.330)  0.09
O (-5.460, 2.725, 0.737)  -0.35
N (3.969, 1.374, -0.134)  -0.07
C (3.261, -4.216, -1.006)  0.02
H (0.850, 8.617, 4.561)  0.11
H (2.793, 0.071, 1.218)  0.13
H (3.434, 1.093, -2.144)  0.10
H (-1.042, 3.289, 2.501)  0.12
H (2.561, -4.868, -0.485)  0.11
H (-0.374, 9.176, 3.393)  0.12
H (4.266, -4.696, 2.668)  0.08
H (4.052, -2.302, 4.152)  0.14
H (1.655, 4.975, 1.383)  0.11
N (-0.329, 3.315, -5.084)  -0.06
H (4.177, -3.978, -0.459)  0.10
F (-3.640, -0.520, 1.630)  0.09
H (4.939, -5.960, -1.225)  0.17
H (-0.900, 8.241, 4.764)  0.11
O (0.183, 0.409, 0.744)  -0.34
C (3.648, -4.838, -2.309)  -0.39
H (1.544, 4.099, -4.577)  0.12
C (4.077, 0.642, -1.391)  0.03
C (2.175, -1.522, 5.072)  0.00
N (-0.295, 5.278, 2.243)  -0.02
O (1.535, -1.496, -0.057)  -0.39
O (-3.892, -0.411, -7.377)  -0.34
H (-2.570, -3.519, 1.838)  0.15
H (0.109, -2.632, 2.865)  0.16
H (-0.498, 3.439, -2.916)  0.15
H (4.724, 3.218, -0.869)  0.15
H (1.907, 1.595, -4.494)  0.05
H (-5.046, -3.578, -2.307)  0.09
C (-3.578, -3.830, 1.622)  -0.01
O (-0.767, -1.866, 0.624)  -0.33
H (3.073, -5.515, 1.684)  0.06
H (-3.865, -2.042, -0.834)  0.13
H (4.481, 2.338, 4.357)  0.09
S (0.175, -0.893, 0.084)  0.52
N (-4.447, -4.375, 2.477)  -0.11
C (-0.081, 8.364, 4.059)  0.03
C (-3.595, -3.098, -0.784)  -0.17
N (-2.218, 2.933, -4.008)  -0.06
C (3.338, 0.978, 0.998)  0.02
H (0.598, 3.295, 0.610)  0.05
H (2.459, -0.982, 5.958)  0.14
C (-0.462, 3.503, 0.473)  -0.07
H (5.679, -5.204, -4.054)  0.12
S (-4.473, -0.507, -6.045)  0.46
C (1.085, 3.470, -5.341)  -0.17
F (-2.684, 1.478, 1.488)  0.07
H (1.160, 1.509, -6.092)  0.09
H (0.095, -0.045, 5.697)  0.10
H (-6.139, -4.039, -0.257)  0.15
H (4.329, 0.615, 3.948)  0.07
H (-0.582, 4.089, -0.443)  0.07
F (-2.799, -2.503, -5.171)  0.12
O (-6.320, 0.547, 1.440)  -0.34
C (-0.256, -0.956, 5.215)  0.05
H (-3.453, 2.599, -5.710)  0.14
C (1.037, 5.587, 2.014)  -0.02
C (2.759, 2.006, 3.186)  -0.15
N (0.150, 7.171, 3.284)  -0.08
H (6.656, -6.366, -3.074)  0.12
F (0.047, -1.573, -2.429)  0.14
C (-3.699, 0.699, 1.077)  -0.63
H (-3.272, -3.435, -2.812)  0.06
S (-5.333, 1.594, 1.640)  0.46
H (6.581, -4.725, -2.601)  0.11
C (-5.466, -4.078, 0.583)  0.02
H (1.689, -3.602, 1.371)  0.11
C (4.286, 2.709, -0.026)  0.00
H (1.199, 4.030, -6.268)  0.13
O (3.117, -4.594, -3.340)  0.22
C (-3.138, 2.723, -2.927)  0.03
H (-3.968, -4.877, -2.155)  0.09
C (-5.660, -4.552, 1.851)  0.03
C (1.314, 6.712, 2.702)  0.00
C (-0.802, 6.285, 2.973)  0.02
H (-5.019, -5.067, 4.354)  0.11
C (5.981, -5.512, -3.057)  0.04
H (-3.682, -3.851, 4.285)  0.10
C (4.078, 3.041, 1.266)  -0.02
H (3.733, -0.380, -1.238)  0.09
C (-4.000, -3.787, -2.084)  -0.04
F (-1.601, -0.248, -1.735)  0.16
H (-3.779, 3.595, -2.792)  0.12
H (-0.882, -0.572, 4.410)  0.11
H (4.392, -6.739, -2.506)  0.20
N (2.227, -2.616, 3.129)  -0.04
N (3.352, 2.027, 1.839)  -0.04
C (-4.119, -4.742, 3.838)  0.02
C (-2.942, -1.195, -4.988)  -0.62
H (-2.515, -3.147, -0.648)  0.11
H (2.353, 2.998, 3.379)  0.12
C (3.781, 1.509, 4.232)  -0.05
H (-6.507, -4.929, 2.398)  0.14
N (-4.174, -3.641, 0.422)  -0.02

=====

(2)
Computed, not measured: a molecular structure, C19H42NOP3PbSe, with the ωB97M-V functional and the def2-TZVPD basis.

Kohn-Sham gap (alpha / beta): 3.4101 / 5.2049 eV
Energy above the lowest of the compared OMol25 structures with the same formula, charge and spin: 86.7 kcal/mol
E: -4495.84771 hartree
Net charge: +4
Maximum force: 5.51 eV/Å

Last column: natural (NBO) charge in e.
Geometry (Å):
H (1.719, -1.999, 3.213)  0.29
C (-1.126, -3.016, -2.598)  -0.96
H (6.886, 5.151, 0.819)  0.24
H (-0.878, 3.600, -1.796)  0.29
C (-2.749, -3.592, -0.348)  -0.98
C (6.492, 5.501, 2.887)  0.03
H (-0.635, 3.028, -0.110)  0.28
H (-3.388, -4.232, -0.997)  0.30
H (-3.530, 2.346, -0.935)  0.28
P (-1.442, 1.315, -1.625)  1.05
H (-0.731, -2.642, 3.574)  0.29
H (-1.941, -4.217, 0.055)  0.27
H (0.485, -3.967, -0.175)  0.25
H (-3.373, -0.981, -3.003)  0.26
P (-2.139, -2.239, -1.333)  1.07
C (-0.689, -3.137, 2.586)  -0.99
H (3.479, 2.646, 1.674)  0.23
H (-0.193, 0.683, 0.950)  -0.19
H (0.562, 2.615, -1.361)  0.27
C (1.113, -3.389, 0.513)  -0.97
C (-3.100, 1.874, -1.835)  -1.00
H (5.512, 1.703, -2.008)  0.26
C (3.528, 2.099, 0.729)  -0.20
C (4.620, 2.281, -0.124)  -0.11
H (-0.198, -3.432, -2.192)  0.27
H (-3.316, -0.570, 3.667)  0.27
H (1.523, -4.077, 1.273)  0.28
H (-0.113, -4.077, 2.708)  0.28
C (-0.940, 0.980, -3.299)  -0.98
H (1.652, 1.087, 1.053)  0.24
N (-4.597, 0.180, 0.672)  -0.74
P (0.191, -2.154, 1.415)  1.06
H (-4.372, -1.342, -1.570)  0.25
H (-3.077, 2.638, -2.637)  0.29
C (-3.586, -1.735, -2.235)  -0.98
H (-3.363, -3.240, 0.494)  0.27
C (6.980, 4.786, 1.841)  0.00
C (2.505, 1.227, 0.383)  -0.22
O (-2.494, -0.386, 1.361)  -0.79
H (3.683, 0.149, -2.616)  0.24
H (-3.991, -2.636, -2.744)  0.30
H (7.488, 3.835, 1.998)  0.24
H (-1.401, 1.772, -3.921)  0.29
H (6.594, 5.142, 3.912)  0.25
H (-5.535, 0.350, 0.891)  0.44
Pb (-0.993, -0.513, -0.026)  0.82
C (-0.509, 2.762, -1.170)  -0.98
C (-3.762, -0.149, 1.648)  0.76
H (1.043, -0.379, 2.836)  0.27
H (-4.927, -1.054, 3.083)  0.28
H (0.155, 1.029, -3.398)  0.27
H (2.309, -1.072, 1.791)  0.26
H (-1.720, -3.836, -3.053)  0.30
H (-3.779, 1.069, -2.161)  0.25
H (-4.289, 0.283, -0.323)  0.42
H (-0.858, -2.297, -3.381)  0.27
H (-1.711, -3.395, 2.285)  0.26
C (1.425, -1.312, 2.397)  -0.97
C (3.647, 0.700, -1.678)  -0.10
H (-4.556, 0.673, 3.361)  0.29
Se (1.271, -0.733, -1.453)  0.30
C (-4.156, -0.287, 3.030)  -0.73
H (1.947, -2.937, -0.052)  0.26
H (5.991, 6.457, 2.733)  0.24
C (2.541, 0.513, -0.817)  -0.27
H (5.427, 2.968, 0.146)  0.21
C (4.669, 1.572, -1.333)  -0.21
H (-1.279, 0.006, -3.673)  0.25